Version a
Density functional theory data (ωB97M-V with the def2-TZVPD basis set) for a 9-piece molecular cluster, C54H45F9 overall.

```
! RIJCOSX wB97M-V def2-TZVPD def2/J DEFGRID3
* xyz 0 1
F 1.9569 -2.6160 2.3870
F -6.8594 5.3524 -3.1708
F -0.2210 3.8007 -4.1361
F 2.2104 1.3885 2.2801
F -1.9279 -1.7927 -0.0656
F 6.2222 -4.0405 1.1246
F -3.3720 -6.5996 3.6133
F -7.7226 2.0666 1.9287
F -3.6300 7.1500 -1.9182
C 5.3572 -0.5585 4.0202
C -5.3228 3.6927 -0.3206
C 1.0659 0.3628 -0.4518
C 4.8361 -1.4627 -1.1057
C -1.0241 4.8513 -0.9454
C 4.9167 -2.5374 -0.2053
C -2.8521 6.3901 -1.1639
C 2.5524 4.3060 -6.3663
C -2.3917 -5.2140 1.9435
C -4.3125 3.0201 -1.0150
C -1.8596 -7.5655 2.0594
C 4.2836 0.2987 2.0160
C -6.5145 0.5580 0.5765
C -5.4114 -0.2349 0.4408
C 3.1878 0.7118 2.7943
C 1.9007 -6.1975 2.9797
C -4.7774 0.1843 2.6811
C -1.1115 4.8927 0.4380
C 4.1188 -5.3958 3.2819
C 1.4539 4.5936 -5.5140
C -6.0144 4.6067 -2.3706
C -6.2428 4.4828 -0.9925
C -4.1756 3.0874 -2.4008
C 3.2474 -6.4636 3.2119
C -0.9446 -6.2752 0.2821
C 2.3712 -3.8695 2.6485
C 6.1568 -3.0902 0.1342
C -1.6075 0.1996 -1.1933
C -5.0369 3.9048 -3.0666
C -0.8806 1.3339 -1.4997
C -1.0559 -0.8236 -0.4191
C -2.9648 6.4007 0.1974
C 2.0934 1.9313 -6.1795
C 0.7576 3.5433 -4.9559
C -6.7556 1.1343 1.8028
C 1.0725 2.2483 -5.2444
C 2.8630 2.9874 -6.6147
C -5.9062 0.9753 2.8831
C 1.4644 -4.9379 2.6858
C 5.3896 -0.2539 2.6895
C 0.3057 -0.7682 -0.1251
C 3.1571 0.4797 4.1833
C 7.3225 -2.6422 -0.4673
C 6.0229 -1.0065 -1.6639
C -1.1474 -7.5035 0.8845
C -2.0941 5.7333 0.9922
C -4.5119 -0.4139 1.4951
C -2.5189 -6.4552 2.5586
C 7.2497 -1.5583 -1.3045
C -1.5741 -5.1547 0.8298
C -1.8740 5.6493 -1.7940
C 0.4508 1.3979 -1.0772
C 4.2479 -0.1861 4.7539
C 3.6904 -4.1098 2.9178
H 1.1926 5.6292 -5.2932
H 4.1319 0.3687 0.9384
H -3.6293 -1.0081 1.3316
H 4.3371 -3.1840 2.9590
H -7.1618 0.8821 -0.2138
H 6.0148 -0.1896 -2.3781
H -5.0535 4.0796 -4.1024
H -1.3567 2.1519 -2.0252
H -1.7994 5.5517 -2.8277
H 2.3618 0.8807 -6.4199
H 3.9020 -1.0027 -1.3712
H -0.4363 -6.1219 -0.6366
H -3.4253 2.4447 -2.8576
H 6.2264 -1.0655 4.4718
H -6.9781 5.0583 -0.4210
H 4.2496 -0.4410 5.8504
H 2.1163 0.4324 -0.1169
H 8.1503 -1.1686 -1.7608
H -2.8258 -4.2817 2.3072
H 4.0399 -2.9171 0.3547
H -0.6514 -8.3823 0.5035
H 0.4966 -4.6463 2.4031
H -0.3201 4.1855 -1.3916
H -2.6328 0.1125 -1.5527
H -6.0999 1.4060 3.8725
H 2.2916 0.9400 4.6829
H -2.1362 5.7169 2.0892
H -1.9773 -8.5480 2.5472
H 8.2812 -3.0319 -0.1903
H 0.4043 1.5141 -4.8297
H 3.6148 2.8786 -7.3738
H -0.3729 4.3990 1.0645
H 3.6497 -7.4710 3.4063
H -5.3105 3.6277 0.7794
H 1.0056 2.2258 -1.4586
H 6.2825 -0.4865 2.0693
H 0.7302 -1.5909 0.4255
H -3.5821 2.4325 -0.4929
H -5.2528 -0.7471 -0.5051
H 3.1593 5.0675 -6.8010
H 1.1240 -6.9543 2.9452
H 5.1836 -5.5846 3.4710
H -4.0581 0.0549 3.5339
H -1.4209 -4.1430 0.4124
H -3.7743 6.9368 0.6326
*
```

Results
Frontier orbital gap: 9.43 eV

Mulliken atomic charge list, values in e, 2 entries: atom 1 (F): -0.1188, atom 2 (F): -0.3764

Version b
Density functional theory data (ωB97M-V with the def2-TZVPD basis set) for a 9-piece molecular cluster, C54H45F9 overall.

```
! RIJCOSX wB97M-V def2-TZVPD def2/J DEFGRID3
* xyz 0 1
F 0.9923 -6.4774 0.9155
F 1.5901 3.1326 3.7013
F -2.8251 3.4810 0.9763
F -0.5442 -0.7518 -5.0325
F -4.7966 0.4508 -4.6755
F 4.2228 -0.9544 -2.1862
F -8.0771 0.5681 3.3746
F 0.9002 -1.2074 -0.3613
F 1.4682 -0.3026 4.2143
C -4.7939 0.5388 -3.3105
C 5.9014 -1.1715 1.5736
C -0.4983 -0.2069 1.3185
C -4.8819 1.9731 4.2099
C -2.3225 -2.2365 0.9464
C 4.8310 -1.0122 -0.9525
C -2.6772 -1.1792 1.7384
C 2.0037 -1.5573 3.9891
C -5.6399 3.0017 2.1806
C -5.9568 0.8855 -2.7036
C 1.4188 0.3025 -4.3118
C 6.4315 -0.2595 0.6026
C -0.2778 -1.2090 0.3840
C 1.3891 -2.4322 3.1151
C -6.7687 2.1874 2.1848
C 2.2522 3.1075 2.5250
C 0.1637 2.6141 -1.0254
C 2.2820 2.2229 -5.4211
C -3.6284 0.3201 -1.2273
C 1.9093 -3.6994 3.0197
C 4.8022 -1.9302 1.2463
C -5.8888 1.0351 -1.3554
C 0.4173 -5.3409 -2.4664
C -2.5040 3.4967 -1.4355
C 2.8418 -4.1928 3.9176
C 2.3860 4.3039 1.8863
C 0.2705 0.3592 -5.0855
C -6.9416 1.3199 3.2268
C 1.1614 -5.8250 -0.2827
C -3.6132 0.2598 -2.6278
C 1.5171 -4.4973 -2.6980
C 1.1243 2.2420 -6.2223
C 5.9244 -0.2326 -0.6873
C 2.4057 1.2318 -4.4592
C 3.1269 -1.9007 4.7198
C -6.0013 1.1892 4.2045
C 2.6703 1.9225 2.0178
C -1.5953 3.4054 -2.4876
C -1.1495 -2.2540 0.1767
C 3.3624 1.9839 0.7781
C 2.3942 -4.2312 -1.6534
C 0.1589 1.2947 -6.0647
C 3.0982 4.3674 0.7028
C -0.7339 2.8186 0.0655
C -1.6955 -0.1281 1.9371
C 2.2278 -4.9493 -0.4402
C 3.5844 3.1685 0.1595
C -4.7480 0.8212 -0.5772
C 3.5149 -3.2645 4.6878
C -4.7173 2.9297 3.2200
C 4.2568 -1.8478 -0.0474
C 0.1955 -6.0315 -1.2824
C -0.2863 2.9292 -2.2997
C -2.0134 3.2170 -0.1543
H -0.7697 1.3104 -6.5954
H 1.5469 -0.5176 -3.6439
H 0.5842 -2.0990 2.4798
H -5.4489 3.6341 1.3082
H -3.5302 3.7719 -1.6624
H 1.1757 2.4259 -0.7676
H 3.2975 -2.2597 -0.3167
H -0.6970 -6.6756 -1.0238
H 0.3161 2.8054 -3.2503
H 4.2840 3.2860 -0.6815
H -4.7728 0.9123 0.5108
H -3.9348 3.7025 3.2154
H 2.9712 -4.8697 0.3970
H -2.6657 0.1758 -0.7499
H 4.3580 -3.5870 5.3266
H 2.5384 0.9555 2.5907
H -0.3319 2.6104 1.0687
H 1.6566 -3.8915 -3.5888
H 0.9048 2.9652 -7.0093
H -1.9741 3.5663 -3.4682
H 3.7712 1.0409 0.3273
H 0.2290 0.4666 1.6873
H 3.1107 1.2604 -3.6488
H -1.8434 0.6437 2.6993
H 2.9801 2.9860 -5.6326
H 7.2706 0.2757 0.9276
H -0.9054 -2.9809 -0.5722
H -2.6672 0.0211 -3.1835
H 2.0331 5.2290 2.2684
H 1.3236 -4.3647 2.4173
H -6.8559 1.0931 -3.2417
H 6.2444 0.5140 -1.3535
H 3.0674 -3.4213 -1.7068
H -6.1420 0.4616 4.9724
H 3.1669 5.2984 0.1551
H 6.2511 -1.2485 2.6072
H 3.6405 -1.1790 5.3184
H -2.9636 -3.1029 0.9261
H -7.4111 2.1069 1.3594
H 3.0671 -5.2975 3.9588
H 4.2667 -2.6071 1.9450
H -6.7237 1.4022 -0.8446
H -0.3009 -5.4270 -3.2920
H -3.5710 -1.0931 2.3571
H -4.1668 1.9024 5.0275
*
```

Results
Frontier orbital gap: 9.68 eV

Mulliken atomic charge list, values in e, 2 entries: atom 1 (F): -0.3606, atom 2 (F): -0.4103

Which structure loses on stability? version b does.